# 1
Density functional theory data (the ωB97M-V functional and the def2-TZVPD basis) for a structure of composition C22H11Cl5CsF9N2 in a non-equilibrium geometry.

```
50
Properties=species:S:1:pos:R:3:forces:R:3
Cs -12.6581 2.6737 12.1059 0.2 -0.3 0.2
C -13.9643 1.8738 8.2666 1.4 -0.9 1.2
N -14.5208 1.6657 9.5627 -1.2 -0.2 1.2
C -15.6690 2.5803 9.7480 -0.2 -2.2 0.3
C -14.7443 0.2198 9.8572 1.6 1.2 -1.0
C -15.5990 -0.0176 11.0560 0.0 -0.5 0.8
N -15.2079 0.7334 12.2396 -0.3 0.6 0.1
C -15.8515 0.4344 13.3566 -0.7 -2.0 -0.3
C -15.4473 0.8709 14.6730 0.0 0.4 -0.5
F -14.5664 1.9015 14.6518 0.2 0.1 0.4
C -15.8806 0.3306 15.8622 -0.1 -0.6 -0.7
F -15.4533 0.8244 17.0554 0.0 -0.1 -0.5
C -16.7116 -0.8100 15.8551 0.2 0.4 0.2
C -17.2253 -1.2255 14.6338 0.1 1.5 -1.0
F -18.1363 -2.2371 14.6795 0.0 0.2 -0.4
C -16.9527 -0.5298 13.4140 0.4 -0.4 2.7
F -17.8289 -0.6272 12.3900 -0.2 -0.5 -0.3
H -14.6925 1.8565 7.5100 -1.3 0.1 -1.4
H -13.2800 1.0323 8.0771 0.2 0.5 -0.1
H -13.4456 2.8118 8.3244 0.5 0.5 -0.6
H -16.1171 2.4630 10.7379 0.4 0.2 0.0
H -16.4809 2.4129 9.0326 -0.2 -0.3 -0.4
H -15.3437 3.5577 9.5630 0.6 1.6 0.0
H -13.7110 -0.2280 9.8555 -0.8 0.3 0.6
H -15.1967 -0.2540 8.9809 -0.5 -0.2 -0.2
H -15.5762 -1.0985 11.2728 0.1 -0.1 0.1
H -16.6189 0.1095 10.7128 -0.4 0.5 0.1
H -17.0070 -1.2837 16.7858 0.1 0.0 -0.2
Cl -13.3603 5.9924 13.8333 -0.3 0.4 0.3
C -12.6629 6.5648 12.3198 0.6 1.5 -0.9
C -12.1328 5.6504 11.4897 0.2 -2.2 -1.0
C -11.5536 5.8631 10.2803 -0.7 2.4 0.7
Cl -11.1788 4.4954 9.1946 0.1 0.4 0.0
C -11.3636 7.2277 9.8744 -0.4 -1.1 1.4
Cl -10.6252 7.6061 8.3759 0.4 0.3 -0.5
C -11.7823 8.2533 10.7615 -1.4 -2.4 1.2
Cl -11.3179 9.8521 10.4657 0.0 1.0 -0.2
C -12.5872 7.9159 11.9587 1.7 -0.6 -1.7
Cl -13.3200 9.1587 12.8636 -0.3 0.7 0.4
F -10.3724 4.0541 14.0449 0.0 -0.2 0.3
C -9.2282 3.3115 13.9432 1.9 -0.7 0.6
C -9.1118 2.2491 13.1081 -1.4 0.4 -1.5
C -7.9327 1.6323 12.8294 -0.3 1.2 1.8
F -7.8019 0.8379 11.7567 0.3 -1.0 -0.5
C -6.8536 1.8650 13.6619 0.3 0.4 -0.3
F -5.6884 1.1430 13.5678 -0.2 0.4 0.1
C -6.9220 2.9396 14.5651 -1.0 -0.5 0.0
F -5.8503 3.2018 15.3375 0.2 0.2 0.2
C -8.1159 3.6620 14.7361 -0.3 0.0 -0.4
F -8.1730 4.6912 15.6377 0.3 -0.3 -0.3
```
Positions in Å, forces in eV/Å.

* gap between HOMO and LUMO: 5.86 eV
* net charge: -2

Just the natural (NBO) charges please, in e? Sure, here they are:
1 Cs 0.896
2 C -0.409
3 N -0.444
4 C -0.430
5 C -0.202
6 C -0.263
7 N -0.644
8 C 0.106
9 C 0.272
10 F -0.341
11 C 0.322
12 F -0.331
13 C -0.471
14 C 0.341
15 F -0.346
16 C 0.174
17 F -0.342
18 H 0.149
19 H 0.188
20 H 0.212
21 H 0.231
22 H 0.144
23 H 0.197
24 H 0.181
25 H 0.151
26 H 0.176
27 H 0.179
28 H 0.221
29 Cl -0.047
30 C -0.093
31 C -0.350
32 C -0.066
33 Cl -0.075
34 C -0.109
35 Cl -0.003
36 C -0.142
37 Cl 0.021
38 C -0.098
39 Cl 0.006
40 F -0.350
41 C 0.251
42 C -0.446
43 C 0.253
44 F -0.344
45 C 0.224
46 F -0.345
47 C 0.224
48 F -0.327
49 C 0.239
50 F -0.337

***

# 2
Density functional theory data (the ωB97M-V functional and the def2-TZVPD basis) for the molecule C22H11F3N2O8 in a non-equilibrium geometry.

```
46
Properties=species:S:1:pos:R:3:forces:R:3
O -1.7577 -1.2346 2.3555 1.0 0.0 -0.2
C -0.6218 -1.4212 1.9047 -1.9 -0.8 1.1
C 0.2671 -2.4702 2.4828 2.1 0.3 -1.4
C -0.0791 -3.2558 3.6954 -1.4 -0.6 0.4
C 0.8263 -3.4882 4.7313 -0.7 0.1 0.4
C 0.4665 -4.1966 5.8881 -0.6 -0.4 -0.5
C -0.7887 -4.8149 5.9855 0.6 1.0 -1.2
O -1.0769 -5.5064 7.1152 -1.0 -0.2 0.2
C -1.6983 -4.6508 4.9161 0.4 0.3 0.6
C -1.3955 -3.8216 3.8473 1.6 0.2 -0.1
C 1.4730 -2.6964 1.8280 -2.0 0.3 1.1
O 1.8834 -2.0528 0.6952 -0.3 0.4 0.5
C 1.0988 -1.0304 0.2005 -1.0 0.2 -0.1
C 1.5502 -0.3556 -0.9281 -0.4 0.0 0.5
C 0.7838 0.5988 -1.5612 -1.7 -0.4 1.2
O 1.2834 1.1214 -2.7252 0.1 0.8 -0.5
C 0.6952 2.2485 -3.2636 0.0 -0.8 0.3
C -0.2649 2.0403 -4.2759 0.2 2.3 0.9
N -0.6036 0.7026 -4.6684 -1.1 -2.3 -0.1
O -1.0128 -0.0916 -3.7966 0.9 1.6 -1.6
O -0.5178 0.4561 -5.8654 0.0 0.2 1.0
C -0.9484 3.1328 -4.8259 0.5 -0.4 0.7
C -0.6728 4.4151 -4.2933 0.5 -2.2 -0.3
N -1.3964 5.5089 -4.8449 -1.4 2.9 -0.5
O -2.2757 5.2456 -5.6682 1.1 0.4 0.9
O -1.1239 6.6664 -4.4504 -0.4 -2.3 -0.7
C 0.2967 4.6159 -3.3361 1.1 0.0 0.4
C 1.0617 3.5366 -2.8491 -0.8 -0.1 -0.2
C 2.1613 3.7486 -1.8033 -0.3 -0.3 0.6
F 2.7316 4.9535 -1.9385 -0.4 -0.1 0.1
F 1.6456 3.6586 -0.5270 0.5 0.2 -1.3
F 3.1478 2.8445 -1.8991 -0.4 0.2 0.0
C -0.5180 0.8967 -1.0502 0.7 0.4 0.0
C -0.9344 0.2837 0.1302 0.0 0.7 -1.4
C -0.1629 -0.6972 0.7270 1.5 -0.9 0.5
H 1.7768 -2.9865 4.7216 0.4 0.0 -0.1
H 1.1452 -4.2814 6.7209 0.2 0.0 0.1
H -2.0493 -5.6127 7.1904 0.9 0.0 -0.1
H -2.6586 -5.1396 4.9936 -0.2 0.1 -0.1
H -2.1179 -3.5889 3.0846 -0.2 -0.2 -0.1
H 2.1508 -3.4664 2.2192 0.0 0.5 -0.7
H 2.5089 -0.5992 -1.2541 1.4 -0.3 -0.8
H -1.7101 2.9657 -5.5840 0.2 0.2 0.1
H 0.5055 5.6306 -2.9949 -0.1 -0.3 -0.1
H -1.1666 1.6376 -1.5534 0.5 -0.6 0.4
H -1.9077 0.5508 0.5239 0.1 -0.2 0.2
```
Positions in Å, forces in eV/Å.

* gap between HOMO and LUMO: 6.46 eV

Just the natural (NBO) charges please, in e? Sure, here they are:
1 O -0.596
2 C 0.587
3 C -0.207
4 C -0.087
5 C -0.184
6 C -0.277
7 C 0.321
8 O -0.663
9 C -0.300
10 C -0.138
11 C 0.199
12 O -0.449
13 C 0.410
14 C -0.312
15 C 0.329
16 O -0.493
17 C 0.437
18 C -0.019
19 N 0.503
20 O -0.342
21 O -0.328
22 C -0.109
23 C 0.002
24 N 0.504
25 O -0.351
26 O -0.364
27 C -0.111
28 C -0.191
29 C 0.985
30 F -0.308
31 F -0.321
32 F -0.303
33 C -0.279
34 C -0.123
35 C -0.260
36 H 0.212
37 H 0.224
38 H 0.483
39 H 0.209
40 H 0.232
41 H 0.212
42 H 0.236
43 H 0.281
44 H 0.277
45 H 0.226
46 H 0.248

***

# 3
Density functional theory data (the ωB97M-V functional and the def2-TZVPD basis) for a structure of composition C22H12F5GdI2N4O6S3 in a non-equilibrium geometry.

```
55
Properties=species:S:1:pos:R:3:forces:R:3
Gd -0.8290 0.5137 1.2543 -1.6 1.4 0.4
F 4.1794 5.0055 -1.0578 -0.2 -0.1 0.0
C 2.9340 4.5504 -0.9932 0.3 0.1 0.0
C 2.7127 3.2024 -0.7184 0.1 0.1 0.0
F 3.7559 2.4014 -0.5174 -0.1 0.0 0.0
C 1.4225 2.7511 -0.6457 -0.2 -0.1 0.0
F 1.2099 1.4500 -0.3869 0.2 0.4 -0.2
C 0.3093 3.6049 -0.8407 0.6 0.0 -0.1
S -1.2590 3.0464 -0.6389 -0.4 -0.2 0.2
C 0.5878 4.9569 -1.1338 -0.1 0.0 0.0
F -0.4033 5.8127 -1.3276 0.1 -0.1 0.0
C 1.8804 5.4283 -1.2039 0.0 0.0 0.0
F 2.1375 6.7053 -1.4682 0.0 -0.1 0.0
O -4.9342 0.7548 -0.0859 -0.1 0.0 0.0
C -3.9112 0.2311 -0.4575 0.0 0.1 0.3
O -2.7383 0.2958 0.0980 0.0 -0.1 -0.4
C -3.9005 -0.6682 -1.6731 0.4 -0.1 -0.1
C -4.8408 -1.6374 -1.8090 -0.1 -0.2 -0.1
C -4.8422 -2.7597 -2.6890 0.2 0.0 0.1
C -3.7525 -3.4750 -3.2450 -0.5 0.2 -0.1
C -2.4580 -3.4895 -2.8428 0.5 -0.4 -0.3
C -2.6859 -0.5486 -2.5673 0.1 0.0 0.0
N -1.4785 -4.1310 -3.7343 -0.2 0.4 0.6
O -1.8555 -4.9438 -4.5422 0.0 -0.2 -0.2
O -0.3274 -3.7552 -3.5816 0.1 -0.1 -0.2
H -5.7183 -1.5085 -1.1815 0.0 0.0 0.0
H -5.8166 -3.1537 -2.9511 0.0 0.0 0.0
H -3.9702 -4.1225 -4.0889 0.0 0.0 0.0
H -2.3605 0.4877 -2.6412 0.0 0.0 0.0
I 0.6599 2.6667 2.6708 0.2 0.1 0.0
I -2.7821 0.7079 3.5178 0.3 -0.1 -0.3
N 5.0088 1.2128 4.5410 -0.1 -0.1 -0.1
C 4.0750 0.4514 3.8802 0.2 0.2 0.2
C 2.9816 -0.0762 4.5741 -0.2 -0.1 0.0
C 2.0313 -0.8220 3.9160 0.2 0.1 0.0
C 2.1889 -1.0729 2.5515 0.3 0.4 0.3
C 3.2848 -0.5751 1.8516 0.1 0.0 0.0
C 4.2233 0.1825 2.5147 -0.1 -0.1 -0.1
S 0.9478 -1.9481 1.7714 -0.4 -0.6 0.0
O -0.3434 -1.4548 2.3334 0.9 -1.1 0.1
O 1.1707 -3.3633 1.7569 -0.2 0.2 0.0
N 0.9014 -1.2559 0.2845 -0.3 -0.4 -0.2
C 0.0602 -1.7689 -0.5763 0.4 0.3 -0.1
S -0.5391 -3.3945 -0.6749 0.2 0.0 0.1
C -1.9251 -2.7907 -1.6483 -0.4 0.2 0.2
C -1.6136 -1.3525 -1.9209 -0.3 0.3 -0.2
N -0.5569 -0.8405 -1.4259 0.5 -0.5 0.2
H 4.7520 1.6023 5.4313 0.0 0.0 0.0
H 5.6318 1.7782 3.9915 0.0 0.0 0.0
H 2.8553 0.1425 5.6260 0.0 0.0 0.0
H 1.1584 -1.1723 4.4491 0.0 0.0 0.0
H 3.3858 -0.7508 0.7893 0.0 0.0 0.0
H 5.0631 0.5958 1.9725 0.0 0.0 0.0
H -2.7697 -2.7590 -0.9458 0.1 0.0 0.0
H -2.8976 -0.9477 -3.5611 -0.1 0.0 0.0
```
Positions in Å, forces in eV/Å.

* 2S+1: 8
* gap between HOMO and LUMO (spin up / spin down): 5.93 / 4.73 eV
* expectation value of S²: 16.077

Just the Löwdin charges please, in e? Sure, here they are:
1 Gd 0.792
2 F 0.155
3 C -0.103
4 C -0.149
5 F 0.133
6 C -0.308
7 F -0.033
8 C -0.597
9 S 0.858
10 C -0.222
11 F 0.121
12 C -0.131
13 F 0.143
14 O 0.103
15 C -0.607
16 O -0.334
17 C -0.093
18 C -0.023
19 C -0.005
20 C -0.008
21 C -0.140
22 C -0.024
23 N -0.359
24 O 0.096
25 O 0.055
26 H 0.134
27 H 0.111
28 H 0.129
29 H 0.134
30 I 0.143
31 I 0.057
32 N 0.126
33 C -0.309
34 C -0.023
35 C -0.060
36 C -0.353
37 C -0.057
38 C -0.018
39 S 0.624
40 O -0.508
41 O -0.269
42 N -0.149
43 C -0.647
44 S 1.182
45 C -0.416
46 C -0.263
47 N 0.140
48 H 0.100
49 H 0.099
50 H 0.122
51 H 0.130
52 H 0.119
53 H 0.117
54 H 0.145
55 H 0.142

***

# 4
Density functional theory data (the ωB97M-V functional and the def2-TZVPD basis) for a structure of composition C22H12N7PtS2 in a non-equilibrium geometry.

```
44
Properties=species:S:1:pos:R:3:forces:R:3
Pt 0.0777 0.1603 -1.0770 -0.2 0.8 -1.2
C 2.9781 -2.5955 -2.5845 0.4 -0.2 0.5
C 3.7781 -2.9679 -1.4934 -0.3 0.0 -0.7
C 3.5298 -2.3911 -0.2864 -0.4 0.5 0.3
C 2.4748 -1.4506 -0.1114 0.2 -1.0 -2.7
N 1.6852 -1.1323 -1.1909 0.6 -0.2 0.8
C 1.9697 -1.6889 -2.3761 0.1 -0.1 -0.6
N 2.3520 -0.9746 1.1168 -1.5 1.7 2.7
C 1.5011 -0.0478 1.5142 1.0 -1.0 -2.0
N 0.6542 0.7012 0.7482 0.1 0.0 0.2
C -0.0858 1.5329 1.5378 -1.2 1.0 -2.0
N -1.0472 2.3670 1.1804 1.8 -1.5 2.6
C -1.5131 2.5326 -0.0451 -0.9 0.3 -2.6
C -2.4667 3.5815 -0.1957 0.5 -0.4 0.2
C -2.9330 3.9420 -1.4227 0.1 -0.2 -0.7
C -2.4454 3.2589 -2.5482 -0.2 0.2 0.5
C -1.5777 2.2153 -2.3552 -0.1 0.2 -0.6
N -1.1451 1.8046 -1.1529 0.0 0.3 0.9
C 0.3581 1.3772 2.8927 1.1 -0.8 1.7
C -0.0156 1.9944 4.0803 -0.1 0.0 -0.7
C 0.5930 1.5833 5.2464 0.4 -0.3 0.3
C 1.5594 0.5705 5.2399 -0.3 0.4 0.3
C 1.9514 -0.0393 4.0670 0.0 -0.1 -0.7
C 1.3538 0.3693 2.8808 -0.8 1.1 1.7
H 3.1408 -3.0098 -3.5676 -0.1 0.0 -0.1
H 4.5731 -3.6905 -1.6227 0.0 0.0 0.1
H 4.1146 -2.6122 0.5901 0.1 -0.1 0.1
H 1.3492 -1.3876 -3.2128 0.0 0.0 0.3
H -2.7682 4.0789 0.7113 0.0 0.1 0.1
H -3.6470 4.7456 -1.5438 0.0 0.0 0.1
H -2.7447 3.5300 -3.5478 0.0 0.0 -0.1
H -1.2062 1.6771 -3.2178 0.0 0.0 0.2
H -0.7671 2.7681 4.0721 -0.1 0.1 0.0
H 0.3239 2.0457 6.1864 0.0 0.0 0.0
H 2.0008 0.2636 6.1786 0.0 0.0 0.0
H 2.6945 -0.8207 4.0554 0.1 -0.1 0.0
S -1.1078 -0.8129 -2.9683 0.6 0.6 0.2
C -1.7987 -2.0243 -1.9504 0.4 -0.1 1.1
S -1.2516 -2.0257 -0.3192 -0.8 -1.0 0.0
C -2.7313 -2.9316 -2.4198 0.3 0.4 -0.1
C -3.1179 -4.0397 -1.6569 -0.1 -0.4 0.4
N -3.4172 -4.9869 -1.0758 -0.2 -0.3 0.2
C -3.3435 -2.7904 -3.6715 -0.1 0.0 -0.5
N -3.8846 -2.6808 -4.6826 -0.1 0.1 -0.4
```
Positions in Å, forces in eV/Å.

* gap between HOMO and LUMO: 4.49 eV
* net charge: -1

Just the natural (NBO) charges please, in e? Sure, here they are:
1 Pt 0.784
2 C -0.278
3 C -0.167
4 C -0.235
5 C 0.384
6 N -0.476
7 C 0.064
8 N -0.521
9 C 0.440
10 N -0.586
11 C 0.466
12 N -0.527
13 C 0.381
14 C -0.236
15 C -0.170
16 C -0.281
17 C 0.071
18 N -0.474
19 C -0.091
20 C -0.164
21 C -0.210
22 C -0.205
23 C -0.195
24 C -0.001
25 H 0.219
26 H 0.210
27 H 0.222
28 H 0.235
29 H 0.224
30 H 0.211
31 H 0.220
32 H 0.229
33 H 0.227
34 H 0.209
35 H 0.209
36 H 0.228
37 S -0.188
38 C -0.191
39 S -0.368
40 C -0.519
41 C 0.335
42 N -0.400
43 C 0.324
44 N -0.411

***

Going through the records in order, we get relative energy (zero: lowest compared OMol25 entry of this formula, charge and spin) values of 46.76; 0.00; 236.76; 44.86 kJ/mol.